One molecule with the formula C18H19N5O2S. Source: the OMol25 dataset; level of theory: ωB97M-V/def2-TZVPD.

The geometry in ORCA input format:
```
! wB97M-V def2-TZVPD RIJCOSX def2/J DEFGRID3
* xyz 0 1
C -0.940 -1.354 -2.460
C -0.840 -0.153 -1.924
C -1.148 0.207 -0.500
N -1.427 -0.938 0.326
C -0.574 -1.904 0.788
C 0.890 -1.943 0.519
O 1.375 -0.623 0.580
C 2.535 -0.311 -0.050
C 3.533 -1.202 -0.362
C 4.713 -0.759 -0.978
C 4.899 0.560 -1.283
C 3.889 1.498 -0.996
C 3.990 2.874 -1.298
C 2.944 3.705 -1.015
C 1.772 3.168 -0.435
C 0.600 4.053 -0.152
N 1.658 1.901 -0.134
C 2.684 1.065 -0.387
N -1.228 -2.792 1.480
N -2.525 -2.443 1.488
C -2.642 -1.334 0.798
S -4.105 -0.452 0.491
C -5.333 -1.596 1.197
C -5.465 -1.445 2.713
N -4.518 -2.105 3.398
O -6.363 -0.811 3.219
H -0.695 -1.534 -3.492
H -1.277 -2.213 -1.901
H -0.504 0.689 -2.513
H -0.293 0.757 -0.085
H -2.030 0.857 -0.471
H 1.359 -2.590 1.272
H 1.070 -2.373 -0.479
H 3.429 -2.248 -0.121
H 5.481 -1.483 -1.204
H 5.812 0.899 -1.750
H 4.898 3.248 -1.751
H 2.992 4.761 -1.233
H 0.196 4.449 -1.083
H 0.906 4.896 0.466
H -0.174 3.492 0.363
H -6.275 -1.320 0.725
H -5.034 -2.605 0.919
H -4.509 -2.025 4.401
H -3.726 -2.523 2.912
*
```

Values from the calculation:
Gap between HOMO and LUMO = 0.3189 Eh
HOMO level = -8.6 eV
Total energy = -41355.1443 eV
Structure (SMILES) = C=CCn1c(COc2cccc3ccc(C)nc23)nnc1SCC(N)=O

One molecule with the formula C5H7NO3S. Source: the OMol25 dataset; level of theory: ωB97M-V/def2-TZVPD.

The geometry in ORCA input format:
```
! wB97M-V def2-TZVPD RIJCOSX def2/J DEFGRID3
* xyz 0 1
C 0.057 -0.321 2.293
C 1.282 -0.825 2.186
C -0.842 -0.002 1.110
C -0.519 1.187 -2.317
C -0.947 0.407 -1.118
N -0.150 0.483 0.023
O -2.052 0.020 1.232
O 1.405 -2.267 0.012
O 2.965 -0.427 0.059
S 1.696 -0.961 0.458
H -0.532 -0.263 3.238
H 2.143 -1.303 2.766
H 0.227 0.684 -2.971
H -1.355 1.273 -2.972
H -0.299 2.153 -1.896
H -1.862 0.851 -0.683
H -1.217 -0.690 -1.421
*
```

Values from the calculation:
Gap between HOMO and LUMO (alpha / beta) = 0.3078 / 0.3077 Eh
HOMO level (alpha / beta) = -9.8 / -9.8 eV
Total energy = -23762.4015 eV

F24InP4 as an isolated structure. Source: the OMol25 dataset; level of theory: ωB97M-V/def2-TZVPD.

The geometry in ORCA input format:
```
! wB97M-V def2-TZVPD RIJCOSX def2/J DEFGRID3
* xyz -2 2
In 0.086 0.096 0.053
P 3.643 -1.007 0.704
F 2.633 -0.739 1.940
F 4.752 -0.107 1.418
F 4.124 -2.378 1.449
F 4.466 -1.311 -0.679
F 2.381 -1.796 -0.005
F 3.055 0.400 0.067
P -0.810 -3.215 1.805
F -1.739 -4.475 1.313
F 0.326 -4.185 2.595
F -0.002 -3.167 0.430
F -0.010 -1.880 2.231
F -1.835 -2.193 1.075
F -1.644 -2.953 3.122
P -3.660 1.140 -0.229
F -2.898 -0.218 -0.786
F -3.985 1.443 -1.790
F -5.109 0.417 -0.083
F -4.353 2.566 0.305
F -3.300 0.759 1.280
F -2.146 1.792 -0.309
P 0.895 3.020 -2.323
F 0.583 2.933 -0.683
F 2.321 3.745 -2.051
F 1.647 1.650 -2.109
F 1.028 3.038 -3.982
F -0.538 2.181 -2.528
F 0.087 4.446 -2.227
*
```

Values from the calculation:
Gap between HOMO and LUMO (alpha / beta) = 0.3995 / 0.2219 Eh
HOMO level (alpha / beta) = -7.6 / -7.6 eV
Total energy = -107573.7572 eV

C15H30BFO8SYb as an isolated structure. Source: the OMol25 dataset; level of theory: ωB97M-V/def2-TZVPD.

The geometry in ORCA input format:
```
! wB97M-V def2-TZVPD RIJCOSX def2/J DEFGRID3
* xyz 2 1
C 2.494 -3.712 -1.011
C 1.170 -2.985 -0.969
O 1.315 -1.925 -0.037
C 0.297 -0.946 0.105
C -1.003 -1.148 -0.678
C -2.022 -2.217 -0.254
C -3.329 -1.814 -0.951
O -4.405 -1.885 -0.112
C -5.042 -0.633 0.199
C 0.009 -0.889 1.615
C -1.168 -0.030 2.096
C -0.996 1.473 2.142
F -1.573 2.055 0.996
O 1.158 -0.728 2.413
S 2.299 0.343 2.010
O 3.532 -0.340 2.007
O 2.253 1.404 2.957
C 2.038 0.984 0.351
B 2.004 2.595 0.420
O 0.922 3.282 -0.116
O 3.032 3.264 0.945
C 2.687 4.323 1.865
C 0.866 0.377 -0.460
C 1.396 0.154 -1.883
C 1.413 1.438 -2.673
O 0.109 1.993 -2.702
H 2.370 -4.662 -1.516
H 2.850 -3.897 -0.005
H 3.251 -3.134 -1.530
H 0.441 -3.699 -0.582
H 0.954 -2.662 -1.986
H -0.833 -1.274 -1.753
H -1.522 -0.197 -0.569
H -2.263 -2.247 0.797
H -1.779 -3.212 -0.606
H -3.234 -0.743 -1.334
H -3.471 -2.472 -1.882
H -4.341 0.199 0.244
H -5.872 -0.417 -0.474
H -5.477 -0.739 1.182
H -0.309 -1.909 1.829
H -2.094 -0.229 1.570
H -1.350 -0.342 3.120
H -1.581 1.851 2.975
H 0.020 1.816 2.311
H 2.956 0.752 -0.175
H 0.280 3.556 0.555
H 2.673 5.271 1.343
H 3.438 4.346 2.641
H 1.732 4.111 2.329
H 0.043 1.068 -0.586
H 2.380 -0.297 -1.870
H 0.777 -0.534 -2.455
H 2.181 2.119 -2.315
H 1.711 1.194 -3.693
H 0.170 2.958 -2.672
Yb -3.557 -1.009 -3.166
*
```

Values from the calculation:
Gap between HOMO and LUMO = 0.1643 Eh
HOMO level = -14.6 eV
Total energy = -78160.3668 eV

One molecule with the formula C19H28N2O5S. Source: the OMol25 dataset; level of theory: ωB97M-V/def2-TZVPD.

The geometry in ORCA input format:
```
! wB97M-V def2-TZVPD RIJCOSX def2/J DEFGRID3
* xyz 0 1
C -4.775 -2.916 0.013
O -3.957 -1.832 0.400
C -2.625 -1.932 0.232
C -1.960 -2.992 -0.386
C -0.585 -2.964 -0.514
C 0.175 -1.895 -0.045
C 1.660 -1.971 -0.224
O 2.215 -3.025 -0.475
N 2.319 -0.801 -0.113
C 3.762 -0.688 -0.216
C 4.334 -0.398 1.179
C 5.774 0.116 1.188
C 5.862 1.639 1.092
C 5.534 2.207 -0.286
C 4.165 1.799 -0.829
C 4.125 0.342 -1.295
C -0.488 -0.847 0.588
C -1.857 -0.873 0.718
S -2.672 0.485 1.553
O -3.418 0.001 2.673
O -1.673 1.496 1.780
N -3.740 0.985 0.375
C -3.248 1.944 -0.585
C -4.135 1.856 -1.830
O -5.490 2.062 -1.510
C -5.946 1.125 -0.560
C -5.123 1.204 0.727
H -4.498 -3.833 0.540
H -4.730 -3.086 -1.067
H -5.788 -2.632 0.293
H -2.507 -3.840 -0.767
H -0.063 -3.785 -0.983
H 1.812 0.045 0.088
H 4.105 -1.674 -0.549
H 4.272 -1.325 1.752
H 3.696 0.331 1.683
H 6.239 -0.186 2.129
H 6.344 -0.346 0.381
H 6.876 1.950 1.353
H 5.188 2.076 1.832
H 6.301 1.893 -0.998
H 5.577 3.297 -0.222
H 3.397 1.985 -0.078
H 3.941 2.438 -1.687
H 5.097 0.085 -1.718
H 3.392 0.233 -2.098
H 0.017 0.002 1.023
H -2.215 1.689 -0.822
H -3.279 2.963 -0.174
H -3.871 2.631 -2.551
H -4.007 0.864 -2.291
H -6.992 1.369 -0.371
H -5.869 0.108 -0.974
H -5.406 0.428 1.436
H -5.260 2.192 1.190
*
```

Values from the calculation:
Gap between HOMO and LUMO = 0.3542 Eh
HOMO level = -9.1 eV
Total energy = -44210.0934 eV
Structure (SMILES) = COc1ccc(C(=O)NC2CCCCCC2)cc1S(=O)(=O)N1CCOCC1

A 2-piece molecular cluster, C2H6ClO2P overall. Source: the OMol25 dataset; level of theory: ωB97M-V/def2-TZVPD.

The geometry in ORCA input format:
```
! wB97M-V def2-TZVPD RIJCOSX def2/J DEFGRID3
* xyz 0 1
C -1.231 1.546 0.067
C -1.686 0.179 0.073
Cl -0.361 -0.932 -0.626
H -0.323 1.660 0.615
H -1.847 2.149 0.729
H -0.942 1.889 -0.919
H -1.740 -0.065 1.198
H -2.604 0.131 -0.558
O 2.224 -3.188 0.510
P 2.353 -2.283 -0.610
O 2.851 -0.897 0.008
H 3.308 -0.189 -0.488
*
```

Values from the calculation:
Gap between HOMO and LUMO = 0.3798 Eh
HOMO level = -10.2 eV
Total energy = -28077.8185 eV
Structure (SMILES) = CCCl.O=PO

One molecule with the formula C17H25NO5. Source: the OMol25 dataset; level of theory: ωB97M-V/def2-TZVPD.

The geometry in ORCA input format:
```
! wB97M-V def2-TZVPD RIJCOSX def2/J DEFGRID3
* xyz 0 1
C 2.658 0.997 1.417
C 1.629 0.149 2.214
C 1.251 -0.998 1.539
C 0.027 -1.875 1.895
C 0.662 -3.214 2.509
C -0.845 -2.332 0.727
O -0.193 -2.666 -0.232
C -2.396 -2.099 0.757
C -2.844 -0.621 0.929
O -4.088 -0.616 1.671
C -3.074 0.123 -0.359
C -2.113 -0.151 -1.590
C -0.682 0.467 -1.402
C 0.263 0.447 -2.593
O 1.418 0.723 -2.309
N -0.306 0.143 -3.779
C -1.652 0.307 -4.003
O -2.046 0.496 -5.164
C -2.736 0.277 -2.917
C 0.916 0.440 3.538
O -0.238 1.225 3.565
C 0.857 1.813 4.170
C 1.226 2.075 5.638
H 2.017 1.588 0.740
H 3.301 1.507 2.174
H 3.487 0.407 0.933
H 1.581 -1.081 0.483
H -0.640 -1.365 2.592
H 1.217 -3.788 1.722
H 1.281 -2.894 3.361
H -0.113 -3.833 2.916
H -2.976 -2.588 -0.046
H -2.663 -2.476 1.690
H -2.007 -0.096 1.479
H -4.365 0.333 1.719
H -4.044 -0.268 -0.693
H -3.163 1.205 -0.142
H -1.966 -1.186 -1.656
H -0.097 0.017 -0.624
H -0.803 1.551 -1.131
H 0.350 0.269 -4.544
H -3.104 1.256 -2.802
H -3.433 -0.516 -3.241
H 0.766 -0.485 4.060
H 1.090 2.751 3.710
H 1.592 3.103 5.735
H 2.202 1.570 5.954
H 0.370 1.876 6.382
*
```

Values from the calculation:
Gap between HOMO and LUMO = 0.3530 Eh
HOMO level = -9.1 eV
Total energy = -29758.8298 eV
Structure (SMILES) = C/C(=C/[C@H](C)C(=O)C[C@H](O)CC1CC(=O)NC(=O)C1)[C@@H]1O[C@H]1C

C3H4BrClO2S as an isolated structure. Source: the OMol25 dataset; level of theory: ωB97M-V/def2-TZVPD.

The geometry in ORCA input format:
```
! wB97M-V def2-TZVPD RIJCOSX def2/J DEFGRID3
* xyz 0 1
C 0.207 -2.208 -0.459
C -0.295 -1.155 -1.459
C -0.768 -1.403 -0.076
O 0.470 -1.460 2.704
O -0.832 0.017 4.079
S -0.721 -1.281 3.490
Cl 3.074 -0.933 1.537
Br -2.213 -0.763 1.109
H 1.841 -1.290 2.198
H 0.838 -2.982 -0.087
H 0.486 -0.393 -1.757
H -0.828 -1.567 -2.376
*
```

Values from the calculation:
Gap between HOMO and LUMO = 0.3062 Eh
HOMO level = -9.8 eV
Total energy = -100666.9969 eV